# 1
The following is a quantum chemistry calculation of a cluster of 9 separate species, C56H91ClN10O5P2S2 in total at a distorted geometry, from OMol25.

Computed properties:
- Structure (SMILES): [H]/N=C/C[C@@](CCC(C)C)(OC[C@@](CCCCCCC)(NCCCCS(=O)(=O)Cl)P(O)(O)=S)P(C)CC.c1cc[nH]c1.c1cc[nH]c1.c1cc[nH]c1.c1cc[nH]c1.c1cc[nH]c1.c1cc[nH]c1.c1cc[nH]c1.c1cc[nH]c1
- Strongest force on any atom: 6.4 eV/Å
- Energy: -137452.6191 eV
- Frontier orbital gap: 7.38 eV

The geometry in XYZ format:
```
167
C56H91ClN10O5P2S2 (ωB97M-V/def2-TZVPD)
C -0.431 -5.244 2.726
C -1.647 -4.964 1.725
C -1.029 -5.061 0.261
C -1.910 -4.329 -0.833
C -0.968 -3.900 -2.024
C -1.573 -2.804 -2.986
C -2.339 -1.636 -2.241
C -2.088 -0.187 -2.827
C -0.534 0.159 -2.597
O -0.434 0.631 -1.252
C 0.766 0.206 -0.583
C 0.801 -1.379 -0.307
C 1.883 -1.771 0.756
N 3.149 -1.745 0.462
C 2.114 0.597 -1.324
C 3.154 1.391 -0.428
C 4.534 1.662 -1.163
C 5.664 0.617 -0.744
C 5.063 3.083 -0.623
P 0.674 0.986 1.160
C 0.329 2.829 1.036
C -0.912 0.250 1.888
C -0.687 -0.996 2.833
N -2.826 0.815 -1.998
C -4.293 0.783 -2.235
C -4.957 1.415 -0.925
C -5.366 0.318 0.132
C -5.668 1.065 1.508
S -6.437 -0.021 2.779
O -5.994 0.484 4.114
O -7.918 0.104 2.684
Cl -5.757 -1.962 2.560
P -2.577 -0.156 -4.640
O -1.464 -0.944 -5.648
O -4.045 -0.982 -4.863
S -2.762 1.659 -5.360
H 0.424 -4.566 2.434
H -0.102 -6.293 2.506
H -0.702 -5.068 3.804
H -2.148 -3.982 1.921
H -2.401 -5.770 1.929
H -0.874 -6.124 -0.056
H -0.034 -4.529 0.329
H -2.446 -3.486 -0.330
H -2.657 -5.056 -1.242
H 0.025 -3.607 -1.587
H -0.752 -4.815 -2.650
H -2.341 -3.338 -3.627
H -0.782 -2.457 -3.700
H -3.431 -1.931 -2.236
H -2.059 -1.575 -1.150
H 0.141 -0.694 -2.850
H -0.296 1.008 -3.298
H 1.140 -1.840 -1.276
H -0.225 -1.705 -0.008
H 1.620 -2.071 1.810
H 3.619 -2.044 1.330
H 2.638 -0.363 -1.611
H 1.954 1.195 -2.266
H 3.410 0.854 0.525
H 2.695 2.401 -0.239
H 4.456 1.733 -2.276
H 5.671 -0.296 -1.395
H 6.693 1.069 -0.845
H 5.555 0.356 0.346
H 6.110 2.992 -0.209
H 4.443 3.476 0.226
H 5.150 3.835 -1.458
H -0.692 3.045 1.444
H 0.348 3.175 -0.030
H 1.120 3.404 1.594
H -1.537 1.016 2.426
H -1.553 -0.109 1.023
H 0.230 -0.885 3.482
H -0.615 -1.949 2.234
H -1.574 -1.102 3.515
H -2.480 1.709 -2.373
H -4.709 -0.228 -2.450
H -4.550 1.509 -3.062
H -4.138 2.023 -0.435
H -5.772 2.147 -1.163
H -4.476 -0.342 0.343
H -6.249 -0.291 -0.184
H -6.362 1.925 1.314
H -4.722 1.461 1.973
H -1.893 -1.700 -6.086
H -4.036 -1.821 -4.369
N -0.108 2.669 -7.775
C 0.178 3.995 -7.954
C 1.429 4.087 -8.515
C 1.911 2.766 -8.686
C 0.939 1.913 -8.222
H -0.960 2.306 -7.376
H -0.530 4.756 -7.667
H 1.937 5.003 -8.774
H 2.862 2.472 -9.101
H 0.905 0.837 -8.171
N 0.340 6.369 -5.626
C -0.799 7.118 -5.748
C -0.568 8.338 -5.164
C 0.762 8.327 -4.676
C 1.298 7.100 -4.978
H 0.456 5.427 -5.962
H -1.673 6.719 -6.237
H -1.277 9.149 -5.096
H 1.271 9.127 -4.161
H 2.275 6.685 -4.788
N 2.502 6.940 3.345
C 1.158 7.130 3.167
C 0.868 6.883 1.849
C 2.081 6.526 1.209
C 3.072 6.567 2.158
H 2.994 7.056 4.213
H 0.528 7.424 3.991
H -0.109 6.951 1.396
H 2.214 6.267 0.170
H 4.129 6.364 2.090
N -0.773 -6.160 7.721
C -0.932 -5.124 6.840
C -2.252 -4.751 6.860
C -2.914 -5.589 7.791
C -1.976 -6.447 8.309
H 0.091 -6.635 7.907
H -0.095 -4.745 6.277
H -2.693 -3.961 6.270
H -3.961 -5.566 8.054
H -2.060 -7.234 9.041
N -5.826 -7.874 6.889
C -5.985 -6.835 6.008
C -7.305 -6.463 6.027
C -7.967 -7.302 6.958
C -7.030 -8.160 7.476
H -4.960 -8.350 7.077
H -5.146 -6.455 5.446
H -7.745 -5.673 5.439
H -9.013 -7.280 7.220
H -7.116 -8.947 8.207
N 7.873 6.816 -2.246
C 6.525 6.782 -2.476
C 6.328 6.549 -3.813
C 7.606 6.432 -4.414
C 8.540 6.598 -3.423
H 8.307 6.975 -1.353
H 5.824 6.928 -1.670
H 5.371 6.470 -4.305
H 7.819 6.246 -5.455
H 9.617 6.582 -3.453
N 12.207 5.473 -0.484
C 12.430 5.046 0.797
C 11.225 5.026 1.453
C 10.236 5.451 0.530
C 10.872 5.717 -0.657
H 12.913 5.588 -1.188
H 13.425 4.796 1.131
H 11.072 4.737 2.480
H 9.178 5.550 0.715
H 10.491 6.058 -1.604
N -6.310 -9.669 4.282
C -6.415 -10.999 4.584
C -6.876 -11.651 3.467
C -7.050 -10.677 2.453
C -6.690 -9.464 2.985
H -6.000 -8.950 4.918
H -6.156 -11.366 5.564
H -7.066 -12.710 3.389
H -7.399 -10.845 1.446
H -6.673 -8.476 2.554
```

Atom charges from the Mulliken analysis, given in e for atoms 1 to 99:
1. C -0.882
2. C -0.387
3. C -0.685
4. C -0.437
5. C -0.997
6. C -0.553
7. C -0.922
8. C 0.879
9. C -1.161
10. O -0.373
11. C 1.290
12. C -0.583
13. C -0.825
14. N -0.498
15. C -0.850
16. C -0.633
17. C 0.725
18. C -1.540
19. C -1.312
20. P -0.019
21. C -1.181
22. C 0.196
23. C -0.813
24. N -0.086
25. C -0.426
26. C -0.975
27. C -0.197
28. C -0.612
29. S 1.056
30. O -0.573
31. O -0.586
32. Cl -0.143
33. P 1.028
34. O -0.585
35. O -0.616
36. S -0.586
37. H 0.192
38. H 0.434
39. H 0.066
40. H 0.202
41. H 0.417
42. H 0.403
43. H 0.175
44. H 0.094
45. H 0.534
46. H 0.207
47. H 0.524
48. H 0.432
49. H 0.489
50. H 0.927
51. H -0.889
52. H 0.163
53. H 0.535
54. H 0.806
55. H -0.273
56. H 0.248
57. H 0.295
58. H 0.197
59. H 0.515
60. H 0.226
61. H 0.177
62. H 0.470
63. H 0.292
64. H 0.497
65. H 0.290
66. H 0.353
67. H 0.310
68. H 0.199
69. H 0.428
70. H 0.338
71. H 0.284
72. H 0.559
73. H -0.404
74. H 0.281
75. H -0.184
76. H 0.420
77. H 0.269
78. H 0.265
79. H 0.391
80. H 0.230
81. H 0.447
82. H 0.160
83. H 0.371
84. H 0.407
85. H 0.284
86. H 0.344
87. H 0.454
88. N 0.124
89. C -0.788
90. C -0.547
91. C -0.419
92. C -0.512
93. H 0.179
94. H 0.675
95. H 0.433
96. H 0.398
97. H 0.405
98. N 0.161
99. C -0.338

# 2
The following is a quantum chemistry calculation of a cluster of 7 separate species, C57H103BN2O9S2 in total at a distorted geometry, from OMol25.

Computed properties:
- Structure (SMILES): CCB(O)c1c(CCCCN)ccc2c1Sc1c(cc(CCOC(C)=O)c(Cc3ccccc3)c1S)N2CC(C)C.CCOCC.CCOCC.CCOCC.CCOCC.CCOCC.CCOCC
- Strongest force on any atom: 3.4 eV/Å
- Energy: -104528.9510 eV
- Frontier orbital gap: 7.60 eV

The geometry in XYZ format:
```
174
C57H103BN2O9S2 (ωB97M-V/def2-TZVPD)
C 1.254 5.305 -0.323
C -0.255 5.642 -0.780
B -1.261 4.618 -0.040
O -1.274 4.695 1.393
C -2.198 3.616 -0.871
C -3.664 3.696 -0.707
C -4.376 4.693 0.256
C -4.420 3.980 1.697
C -5.343 2.694 1.747
C -4.530 1.369 2.112
N -4.611 0.346 1.011
C -4.513 2.790 -1.488
C -3.938 1.797 -2.376
C -2.474 1.656 -2.547
C -1.655 2.588 -1.787
S 0.167 2.506 -1.895
C 0.400 0.811 -2.546
C -0.704 0.122 -3.204
C -0.421 -1.254 -3.680
C 0.880 -1.856 -3.468
C 1.143 -3.308 -3.972
C 0.651 -4.357 -2.887
O -0.440 -3.792 -2.132
C -0.133 -3.648 -0.787
C -0.222 -2.219 -0.090
O 0.206 -4.596 -0.122
C 1.961 -1.153 -2.780
C 3.344 -1.806 -2.507
C 4.363 -1.695 -3.684
C 4.128 -0.889 -4.882
C 5.185 -0.889 -5.898
C 6.440 -1.615 -5.755
C 6.669 -2.431 -4.548
C 5.630 -2.439 -3.536
C 1.736 0.223 -2.322
S 2.993 1.251 -1.490
N -2.038 0.598 -3.424
C -2.414 0.767 -4.847
C -1.396 1.531 -5.783
C -0.735 2.817 -5.142
C -0.312 0.576 -6.467
H 1.273 4.308 0.182
H 1.952 5.294 -1.206
H 1.644 6.117 0.352
H -0.448 6.693 -0.411
H -0.378 5.637 -1.892
H -0.580 4.094 1.719
H -3.791 5.636 0.418
H -5.441 4.902 -0.027
H -4.647 4.704 2.523
H -3.367 3.619 1.882
H -6.063 2.839 2.607
H -5.957 2.530 0.827
H -4.989 0.872 3.019
H -3.463 1.574 2.381
H -5.216 -0.412 1.347
H -3.685 -0.084 0.935
H -5.618 2.864 -1.357
H -4.663 1.142 -2.922
H -1.235 -1.836 -4.182
H 2.247 -3.390 -4.172
H 0.643 -3.487 -4.963
H 1.549 -4.613 -2.257
H 0.304 -5.272 -3.433
H -0.938 -1.535 -0.616
H 0.797 -1.751 -0.026
H -0.596 -2.339 0.965
H 3.848 -1.392 -1.594
H 3.204 -2.906 -2.293
H 3.160 -0.351 -4.974
H 5.036 -0.295 -6.827
H 7.246 -1.593 -6.530
H 7.611 -3.012 -4.419
H 5.791 -3.062 -2.617
H 3.844 0.425 -0.804
H -2.579 -0.264 -5.278
H -3.405 1.291 -4.946
H -2.006 1.919 -6.654
H -0.575 3.538 -6.001
H 0.298 2.625 -4.739
H -1.395 3.355 -4.418
H -0.742 -0.464 -6.471
H -0.106 0.850 -7.530
H 0.624 0.513 -5.838
C 2.856 -5.908 1.397
C 3.446 -5.451 0.075
O 4.866 -5.431 0.056
C 5.516 -6.671 0.279
C 5.177 -7.733 -0.753
H 3.241 -5.300 2.220
H 1.769 -5.826 1.375
H 3.108 -6.949 1.618
H 3.122 -4.425 -0.118
H 3.064 -6.059 -0.753
H 5.311 -7.029 1.293
H 6.588 -6.467 0.235
H 4.121 -8.009 -0.715
H 5.764 -8.636 -0.576
H 5.384 -7.368 -1.761
C -3.732 -3.601 0.354
C -3.642 -2.968 1.728
O -4.874 -2.445 2.198
C -5.937 -3.374 2.348
C -5.638 -4.487 3.339
H -4.149 -2.894 -0.368
H -2.743 -3.908 0.015
H -4.378 -4.482 0.356
H -2.946 -2.126 1.678
H -3.225 -3.671 2.458
H -6.223 -3.782 1.374
H -6.794 -2.802 2.709
H -4.816 -5.119 2.999
H -6.516 -5.122 3.472
H -5.352 -4.071 4.307
C 1.374 -2.971 5.282
C 0.929 -1.575 5.685
O 0.136 -0.927 4.705
C -1.085 -1.562 4.361
C -2.046 -1.714 5.526
H 1.893 -2.946 4.321
H 2.044 -3.390 6.035
H 0.526 -3.651 5.175
H 1.814 -0.953 5.826
H 0.405 -1.593 6.647
H -0.885 -2.530 3.886
H -1.555 -0.934 3.600
H -1.644 -2.375 6.297
H -2.993 -2.136 5.185
H -2.237 -0.745 5.993
C 2.107 5.841 -10.824
C 1.550 6.074 -9.429
O 0.719 5.023 -8.965
C 1.321 3.744 -8.856
C 2.494 3.703 -7.890
H 1.298 5.648 -11.532
H 2.671 6.712 -11.160
H 2.777 4.978 -10.854
H 0.928 6.972 -9.444
H 2.356 6.266 -8.713
H 1.614 3.378 -9.845
H 0.544 3.068 -8.493
H 3.321 4.327 -8.234
H 2.866 2.682 -7.787
H 2.193 4.071 -6.907
C -4.148 1.099 9.570
C -3.415 1.686 8.375
O -3.883 1.202 7.127
C -5.244 1.458 6.819
C -5.590 2.936 6.761
H -4.113 0.007 9.542
H -3.695 1.443 10.501
H -5.201 1.391 9.583
H -2.361 1.406 8.436
H -3.448 2.780 8.395
H -5.897 0.929 7.521
H -5.424 1.016 5.836
H -5.473 3.416 7.734
H -6.626 3.072 6.444
H -4.934 3.456 6.059
C 4.383 -0.206 5.414
C 3.957 1.128 6.004
O 4.745 1.540 7.108
C 6.128 1.730 6.860
C 6.420 2.796 5.817
H 4.398 -0.980 6.186
H 3.696 -0.510 4.622
H 5.387 -0.157 4.984
H 2.933 1.039 6.374
H 3.942 1.908 5.235
H 6.599 0.779 6.591
H 6.570 2.037 7.810
H 6.039 2.513 4.834
H 7.496 2.953 5.726
H 5.947 3.741 6.091
```

Atom charges from the Mulliken analysis, given in e for atoms 1 to 99:
1. C -0.827
2. C -0.235
3. B 0.409
4. O -0.717
5. C 0.728
6. C -0.144
7. C -1.582
8. C -0.410
9. C -0.721
10. C -0.023
11. N -0.505
12. C -0.738
13. C -0.598
14. C -0.482
15. C 0.851
16. S -0.629
17. C 1.283
18. C -1.282
19. C -0.528
20. C 0.491
21. C -1.589
22. C 0.204
23. O -0.297
24. C 0.502
25. C -0.131
26. O -0.543
27. C 1.281
28. C -2.223
29. C 0.755
30. C -0.104
31. C -0.577
32. C -0.430
33. C -0.560
34. C -0.518
35. C 0.676
36. S -0.263
37. N 0.803
38. C -1.672
39. C 0.753
40. C -0.933
41. C -1.023
42. H 0.191
43. H 0.230
44. H 0.266
45. H 0.386
46. H 0.210
47. H 0.330
48. H 0.280
49. H 0.452
50. H 0.419
51. H 0.141
52. H 0.431
53. H 0.375
54. H -0.011
55. H 0.308
56. H 0.256
57. H -0.029
58. H 0.286
59. H 0.507
60. H 0.283
61. H 0.262
62. H 0.439
63. H -0.406
64. H 0.446
65. H -0.091
66. H 0.243
67. H 0.149
68. H 0.368
69. H -0.039
70. H 0.377
71. H 0.323
72. H 0.329
73. H 0.356
74. H 0.400
75. H 0.196
76. H 0.260
77. H 0.608
78. H 0.584
79. H 0.405
80. H 0.131
81. H 0.151
82. H 0.362
83. H 0.484
84. H -0.123
85. C -1.273
86. C 0.318
87. O -0.446
88. C -0.299
89. C -1.039
90. H 0.347
91. H 0.407
92. H 0.326
93. H -0.095
94. H 0.170
95. H 0.308
96. H 0.356
97. H 0.248
98. H 0.407
99. H 0.271